Formula: C21H21F3O
Source: OMol25
Level of theory: wB97M-V/def2-TZVPD

Last column: Mulliken charge in e.
Element x y z (Å)
F (0.49, 2.47, 5.81)  -0.33
F (-2.19, -3.33, -4.95)  -0.32
F (-1.48, 1.20, 0.26)  -0.24
O (-0.73, 3.97, -3.91)  -0.56
C (-0.14, -2.11, 0.82)  -0.11
C (2.82, 3.45, 2.59)  -0.58
C (-1.74, -5.25, -3.67)  -0.47
C (-0.63, -0.99, 0.15)  -0.52
C (0.05, 2.42, -2.26)  -0.49
C (-2.42, 3.09, -2.49)  -1.04
C (0.13, -5.25, -2.17)  -0.55
C (0.44, -3.96, -2.56)  -0.35
C (1.45, 3.58, 2.51)  -0.22
C (0.66, 3.27, 3.62)  -0.57
C (-0.97, -5.90, -2.73)  -0.28
C (3.40, 2.88, 3.73)  -0.35
C (-0.95, 0.13, 0.89)  0.38
C (-0.70, 0.21, 2.24)  -0.37
C (-0.09, -0.86, 2.87)  -0.43
C (-0.34, -3.29, -3.48)  -0.57
C (2.63, 2.63, 4.86)  -0.51
C (-1.42, -3.95, -4.02)  0.45
C (1.27, 2.80, 4.76)  0.56
C (0.11, -2.05, 2.19)  -0.61
C (-1.00, 3.24, -2.99)  0.76
H (4.48, 2.80, 3.77)  0.37
H (-2.68, 2.06, -2.25)  0.30
H (0.12, 2.84, -1.26)  0.03
H (0.70, -5.74, -1.39)  0.39
H (3.47, 3.79, 1.79)  0.37
H (0.46, -2.95, 2.67)  0.38
H (-2.52, 3.70, -1.59)  0.24
H (1.02, 2.55, -2.74)  0.32
H (0.13, -0.80, 3.93)  0.42
H (3.08, 2.33, 5.79)  0.41
H (0.97, 3.94, 1.60)  0.38
H (-0.14, -2.26, -3.77)  0.47
H (-1.21, -6.92, -2.47)  0.37
H (-0.21, 1.36, -2.31)  0.09
H (-0.42, 3.29, 3.57)  0.48
H (-3.10, 3.50, -3.23)  0.36
H (1.31, -3.44, -2.17)  0.46
H (-0.82, -1.01, -0.91)  0.45
H (-2.65, -5.68, -4.07)  0.39
H (0.23, -2.92, 0.20)  0.24
H (-0.88, 1.15, 2.73)  0.39

Properties
HOMO energy = -9.473 eV
SMILES = Fc1ccccc1.Fc1ccccc1.Fc1ccccc1.CC(C)=O
F_max = 1.0 eV/A
Kohn-Sham gap = 10.1 eV
Energy = -32317.0531 eV



Formula: C27H53N4O8
Source: OMol25
Level of theory: wB97M-V/def2-TZVPD

Last column: Mulliken charge in e.
Element x y z (Å)
O (-6.40, -2.32, 4.08)  -0.27
O (-4.12, -0.42, 0.74)  -0.25
O (-3.42, 0.60, 5.11)  -0.46
O (3.65, 4.23, -5.40)  -0.41
O (4.31, 5.33, -3.45)  -0.43
O (4.80, 0.99, -3.73)  -0.40
O (1.76, -0.75, -0.82)  -0.37
O (-5.41, -6.68, 3.27)  -0.34
N (-1.94, 0.84, 2.37)  -0.31
N (1.97, 1.68, -2.55)  -0.31
N (-6.64, -5.10, 5.49)  -0.32
N (9.10, 5.21, -6.09)  0.16
C (1.09, 0.54, -2.77)  -0.18
C (-6.42, -7.16, 4.16)  -0.81
C (-4.11, -6.75, 3.82)  -0.72
C (-2.13, 0.07, 4.81)  -0.49
C (-4.47, 0.12, 4.28)  -0.33
C (-2.72, -0.51, 0.45)  -1.02
C (-7.34, -6.02, 4.60)  -0.19
C (8.63, 3.86, -5.72)  -0.22
C (0.66, -0.09, -1.44)  -0.73
C (-1.38, 0.87, 3.72)  -0.68
C (11.44, 4.63, -5.32)  -0.37
C (-4.70, 0.79, 0.29)  -0.83
C (-7.38, -3.86, 5.76)  -0.75
C (10.56, 5.40, -6.46)  -0.30
C (6.14, 4.86, -5.23)  0.20
C (2.61, 2.17, -3.78)  -0.54
C (6.73, 6.28, -5.68)  -0.39
C (3.61, 1.23, -4.48)  -0.57
C (-5.73, -3.09, 3.10)  -0.43
C (-7.60, -2.91, 4.57)  -0.55
C (12.00, 4.15, -4.23)  -0.14
C (7.12, 3.60, -5.28)  -0.40
C (8.24, 6.39, -6.10)  -0.01
C (4.70, -0.08, -2.80)  -0.65
C (-1.90, -0.49, 1.75)  -0.09
C (4.61, 4.77, -4.76)  0.52
C (2.17, -0.12, 0.39)  -0.29
H (-0.34, 0.53, 3.68)  0.33
H (-4.31, 1.64, 0.84)  0.36
H (-5.19, -2.41, 2.44)  0.01
H (-6.00, -7.69, 5.02)  0.40
H (1.59, -0.24, -3.36)  0.20
H (0.20, 0.86, -3.32)  0.35
H (-2.19, -1.00, 4.59)  0.29
H (-4.52, 0.92, -0.79)  0.31
H (2.95, -0.74, 0.84)  0.28
H (-3.39, -6.46, 3.05)  0.23
H (-5.74, -4.85, 5.08)  0.07
H (-5.39, 0.12, 4.86)  0.25
H (-6.81, -3.32, 6.53)  0.37
H (3.15, 0.29, -4.80)  0.34
H (4.03, -0.87, -3.14)  0.30
H (-4.00, -6.06, 4.66)  0.30
H (-4.61, 0.79, 3.43)  0.16
H (-8.21, -2.08, 4.94)  0.36
H (4.39, 0.29, -1.82)  0.23
H (-4.29, -0.91, 3.94)  0.15
H (-4.98, -3.73, 3.58)  0.24
H (10.83, 4.98, -7.50)  0.28
H (-3.88, -7.77, 4.14)  0.35
H (-1.36, 1.92, 4.03)  0.41
H (4.81, 6.19, -3.34)  0.38
H (10.80, 6.53, -6.33)  0.32
H (-7.02, -7.89, 3.59)  0.39
H (-8.34, -4.11, 6.21)  0.42
H (8.72, 7.39, -6.42)  0.32
H (-5.78, 0.73, 0.45)  0.26
H (-2.91, 1.15, 2.42)  0.14
H (-6.41, -3.69, 2.49)  0.33
H (5.70, -0.51, -2.68)  0.29
H (-2.32, -1.25, 2.42)  0.21
H (2.60, 0.87, 0.19)  0.28
H (-0.86, -0.75, 1.53)  0.32
H (9.32, 2.93, -5.71)  0.40
H (3.14, 3.09, -3.51)  0.23
H (0.19, 0.66, -0.78)  0.36
H (12.38, 4.01, -3.14)  0.36
H (-2.39, 0.26, -0.25)  0.51
H (-0.09, -0.86, -1.65)  0.36
H (-8.18, -3.37, 3.77)  0.34
H (-2.56, -1.48, -0.04)  0.35
H (-1.55, 0.16, 5.73)  0.39
H (6.10, 7.25, -5.68)  0.36
H (3.94, 1.74, -5.39)  0.46
H (1.83, 2.46, -4.49)  0.38
H (2.71, 1.42, -1.90)  0.07
H (6.71, 2.56, -4.96)  0.34
H (-8.21, -6.43, 5.11)  0.40
H (1.34, -0.03, 1.08)  -0.06
H (-7.68, -5.50, 3.69)  0.18

Properties
HOMO energy = -9.429 eV
F_max = 7.5 eV/A
Kohn-Sham gap = 4.0 eV
Net charge = +1
Energy = -51179.2310 eV



Formula: C20H40NP3RuSSe
Source: OMol25
Level of theory: wB97M-V/def2-TZVPD

Last column: Mulliken spin population.
Element x y z (Å)
Ru (0.00, 0.03, 0.85)  1.91
Se (-0.18, 1.85, -1.36)  0.63
S (-1.51, -3.37, 3.68)  0.02
P (0.33, 1.87, 2.06)  -0.06
P (-2.26, 0.38, 0.83)  -0.03
P (2.25, -0.20, 0.67)  0.02
N (-0.23, -1.49, 2.45)  0.03
C (-3.27, -0.10, 2.31)  0.00
C (-0.91, 2.11, 3.40)  0.00
C (2.63, -1.44, -0.59)  -0.01
C (0.00, -0.89, -4.46)  0.03
C (-0.65, -4.19, -3.80)  0.40
C (1.86, 2.03, 3.09)  0.01
C (3.23, 1.23, 0.11)  0.01
C (0.51, 1.84, -4.36)  0.05
C (0.74, 1.10, -5.53)  -0.01
C (-0.72, -3.97, -5.14)  0.40
C (-0.48, -2.29, 4.60)  0.00
C (3.13, -0.85, 2.13)  -0.01
C (-1.01, -2.56, 2.22)  0.04
C (-2.88, 2.08, 0.53)  0.03
C (0.53, -0.29, -5.61)  0.15
C (0.07, -1.30, 3.82)  0.01
C (-0.27, -0.18, -3.30)  0.10
C (-3.05, -0.62, -0.46)  0.02
C (0.02, 1.19, -3.20)  0.07
C (0.35, 3.51, 1.20)  0.06
H (-1.45, -3.25, -5.51)  0.04
H (0.73, 2.91, -4.37)  0.00
H (-2.61, -0.40, -1.43)  -0.01
H (1.93, 1.19, 3.79)  0.00
H (2.82, 1.58, -0.84)  0.00
H (2.56, -1.66, 2.59)  0.00
H (0.67, 0.54, -0.82)  -0.02
H (3.71, -1.61, -0.63)  0.00
H (-2.95, -1.69, -0.25)  -0.01
H (2.28, -1.12, -1.57)  0.00
H (-4.12, -0.37, -0.49)  0.00
H (-3.98, 2.03, 0.46)  0.00
H (-1.43, -2.74, 1.22)  0.00
H (-3.02, 0.49, 3.20)  0.00
H (2.77, 2.04, 2.48)  0.00
H (-0.66, -0.71, -2.42)  0.01
H (1.83, 2.96, 3.66)  0.00
H (-0.59, 2.93, 4.05)  0.00
H (0.81, -0.85, -6.52)  0.00
H (-1.39, -3.78, -3.07)  0.07
H (1.11, 1.57, -6.44)  0.00
H (-0.38, -2.33, 5.68)  0.00
H (1.17, 3.54, 0.47)  0.00
H (4.27, 0.91, -0.03)  0.00
H (-1.00, 1.20, 4.00)  0.00
H (-4.33, 0.07, 2.09)  0.00
H (0.63, -0.41, 4.15)  0.00
H (3.23, 2.08, 0.80)  0.00
H (0.51, 4.31, 1.94)  0.00
H (3.32, -0.11, 2.90)  0.00
H (0.12, -4.88, -3.45)  0.03
H (-1.91, 2.36, 3.01)  0.00
H (-2.49, 2.45, -0.43)  0.00
H (2.14, -2.39, -0.34)  0.00
H (-0.16, -4.48, -5.94)  0.02
H (-3.13, -1.15, 2.58)  0.00
H (-2.62, 2.80, 1.30)  0.00
H (-0.60, 3.69, 0.68)  0.00
H (-0.16, -1.96, -4.45)  -0.04
H (4.10, -1.24, 1.82)  0.00

Properties
⟨S²⟩ = 6.031
HOMO energy (alpha / beta) = -19.305 / -20.123 eV
2S+1 = 5
F_max = 4.4 eV/A
Kohn-Sham gap (alpha / beta) = 6.9 / 3.9 eV
Net charge = +4
Energy = -129463.6028 eV



Formula: C3H2N4O
Source: OMol25
Level of theory: wB97M-V/def2-TZVPD

Last column: Mulliken charge in e.
Element x y z (Å)
O (-2.34, -0.29, 0.60)  -0.47
N (1.39, -1.23, 0.59)  -0.11
N (0.47, -1.82, -0.41)  -0.07
N (1.79, -0.06, 0.52)  -0.09
N (-0.76, -1.67, -0.34)  -0.02
C (-0.43, 0.93, -0.32)  -0.23
C (-1.15, -0.35, 0.28)  0.51
C (0.87, 0.92, -0.20)  -0.09
H (1.53, 1.90, -0.18)  0.31
H (-1.36, 1.67, -0.54)  0.28

Properties
HOMO energy = -9.758 eV
SMILES = O=c1ccnnnn1
F_max = 5.7 eV/A
Kohn-Sham gap = 8.1 eV
Energy = -11144.7219 eV